(1)
DFT (ωB97M-V with the def2-TZVPD basis set) results for a 2-piece molecular cluster, C27H42OP overall in a non-equilibrium geometry.

Geometry (Å):
C: -0.70194 5.17135 3.44973
C: -0.49670 3.68168 3.19133
C: -0.71920 3.29063 1.73041
C: -0.56506 1.77865 1.47803
P: 1.13132 1.16160 1.87983
C: 1.05698 -0.67242 1.64205
C: 1.29620 -1.44732 2.95221
C: 2.67993 -1.22903 3.56628
C: 2.90130 -2.05478 4.83276
C: 2.06989 1.70532 0.37014
C: 3.58321 1.43454 0.41499
C: 4.30483 1.76507 -0.90068
C: 3.88449 0.93084 -2.10301
H: -0.59620 5.38620 4.51741
H: 0.03378 5.77554 2.90962
H: -1.69996 5.49428 3.13584
H: 0.51775 3.39159 3.49110
H: -1.18794 3.11115 3.82321
H: -1.73390 3.59449 1.43618
H: -0.02222 3.86413 1.10093
H: -1.25938 1.22106 2.13123
H: -0.79234 1.54243 0.42798
H: 0.06452 -0.92133 1.23728
H: 1.82440 -0.94591 0.89877
H: 0.53669 -1.17404 3.69956
H: 1.17054 -2.52083 2.75001
H: 3.44950 -1.49253 2.82885
H: 2.81071 -0.16442 3.79796
H: 3.91628 -1.90182 5.21172
H: 2.20045 -1.76907 5.62376
H: 2.76824 -3.12289 4.63266
H: 1.60445 1.22696 -0.50764
H: 1.90362 2.79578 0.30384
H: 4.03199 2.05846 1.20308
H: 3.78682 0.38714 0.68753
H: 4.14660 2.82654 -1.12374
H: 5.37779 1.63501 -0.72615
H: 4.51757 1.16941 -2.96266
H: 3.97852 -0.14386 -1.91132
H: 2.84827 1.13721 -2.38827
C: 0.31807 -0.65813 -7.19118
O: -0.20335 0.41995 -6.38983
C: -0.63922 0.18447 -5.12597
C: -1.21972 1.29514 -4.45983
C: -1.75185 1.14077 -3.20633
C: -1.71793 -0.11470 -2.52570
C: -2.31379 -0.21173 -1.23907
C: -2.85575 -1.38234 -0.65109
C: -3.35091 -1.30415 0.68924
C: -3.74156 -2.43698 1.37365
C: -3.65970 -3.70187 0.76699
C: -4.04671 -4.90191 1.56523
C: -3.28842 -3.79265 -0.58332
C: -2.97233 -2.65165 -1.30584
C: -1.03779 -1.18381 -3.17378
C: -0.57231 -1.07004 -4.47146
H: 0.64145 -0.13841 -8.09640
H: 1.16911 -1.14970 -6.70587
H: -0.46625 -1.38670 -7.42718
H: -1.23597 2.23766 -5.00442
H: -2.21121 1.99771 -2.71553
H: -2.47849 0.72496 -0.70395
H: -3.38343 -0.32543 1.17177
H: -4.11409 -2.37021 2.39506
H: -3.72727 -5.82252 1.06843
H: -3.57322 -4.86203 2.55473
H: -5.13419 -4.96334 1.72481
H: -3.26800 -4.77422 -1.06861
H: -2.77510 -2.72556 -2.37543
H: -0.84447 -2.10649 -2.63275
H: -0.16740 -1.94287 -4.98921

For the maximum force, the calculation gives 1.66 eV/Å. For the HOMO energy, the calculation gives -10.071 eV. Its total energy is -1470.33685 Ha. The calculation puts the energy relative to the best compared isomer or geometry (same formula, charge and spin) at 0.116 eV. The calculation puts the LUMO energy at -5.4 eV. The value obtained for the gap between HOMO and LUMO is 4.678 eV. Its total charge is +1.

(2)
DFT (ωB97M-V with the def2-TZVPD basis set) results for C27H43BrCdN2O2P2 as an isolated structure in a non-equilibrium geometry.

Geometry (Å):
C: -0.42333 6.65318 -3.60192
C: -0.50793 5.30254 -4.13156
C: -0.92929 5.22718 -5.48513
C: -1.18133 6.38082 -6.23273
N: -1.08072 7.59504 -5.71675
C: -0.69674 7.74657 -4.45444
C: -0.32006 4.00001 -3.45747
C: -0.32031 2.94158 -2.74263
C: -1.25031 2.49084 -1.57232
C: -0.67245 2.31830 -0.24199
C: -1.47780 2.09984 0.86284
C: -2.89522 2.11505 0.76259
C: -3.49149 2.04301 -0.52445
C: -2.67183 2.32435 -1.63927
Cd: 0.42099 0.90218 -2.52730
P: 2.08906 -1.64867 1.00318
H: -1.12412 4.27079 -5.95831
H: -0.20282 6.88427 -2.55164
H: -1.46961 6.31724 -7.27937
H: -0.60472 8.77441 -4.08635
H: -3.02003 2.21920 -2.68457
H: 0.28981 2.79973 0.09304
H: -4.54851 1.70324 -0.60641
H: -0.91719 2.08416 1.82673
C: 2.35910 -3.17245 1.99611
C: 3.48296 -4.08056 1.52222
H: 1.41489 -3.74161 2.00176
H: 2.54763 -2.86526 3.03930
H: 3.63014 -4.88391 2.25072
H: 3.24937 -4.58303 0.57893
H: 4.44184 -3.56458 1.40526
C: 3.08392 -1.80032 -0.53755
C: 3.63624 -0.46891 -1.10511
H: 2.42470 -2.27882 -1.28640
H: 3.89957 -2.51250 -0.37744
H: 3.56463 -0.43164 -2.21006
H: 3.07181 0.41675 -0.76135
H: 4.70466 -0.29761 -0.86455
C: 3.02231 -0.45262 2.09881
C: 4.51257 -0.71676 2.15900
H: 2.62988 -0.45709 3.13174
H: 2.83498 0.56525 1.72144
H: 5.09230 0.14759 2.49137
H: 4.78390 -1.50672 2.85695
H: 4.92717 -1.00382 1.19762
Br: -3.61649 1.55599 2.31641
P: -2.05294 -3.00576 -0.43124
C: -0.29356 -3.52334 -0.39633
C: -0.06280 -4.84237 -1.15610
H: 0.13091 -3.57642 0.62626
H: 0.26968 -2.73360 -0.92867
H: 0.99147 -4.91739 -1.45708
H: -0.35407 -5.78236 -0.65072
H: -0.63167 -4.84183 -2.09293
C: -2.55922 -2.50346 1.28003
C: -3.97772 -3.10469 1.54005
H: -2.57334 -1.40054 1.44293
H: -1.88009 -2.94892 2.04219
H: -4.23572 -3.11193 2.60377
H: -4.79792 -2.58340 1.03542
H: -4.07295 -4.14338 1.20332
C: -2.31724 -1.59450 -1.58334
C: -2.83613 -2.03528 -2.95016
H: -1.41826 -0.98360 -1.83582
H: -3.05758 -0.96363 -1.06798
H: -3.07856 -1.11181 -3.49593
H: -2.02256 -2.52843 -3.48586
H: -3.68343 -2.73415 -2.99835
N: -0.00232 0.08247 5.84130
C: 0.24504 1.38117 5.21120
C: 0.37298 1.03743 3.73790
O: 0.90433 1.91045 2.95813
O: -0.08563 -0.11762 3.42348
H: -0.72196 0.17040 6.54863
H: 0.83702 -0.18705 6.35041
H: -0.27320 -0.57899 5.05379
H: -0.61637 2.04598 5.34071
H: 1.16170 1.81433 5.61205

For the maximum force, the calculation gives 3.81 eV/Å. For the HOMO energy (alpha / beta), the calculation gives -12.283 / -12.298 eV. Its total energy is -4738.24803 Ha. The calculation puts the LUMO energy (alpha / beta) at -8.4 / -7.8 eV. The value obtained for the gap between HOMO and LUMO (alpha / beta) is 3.866 / 4.490 eV. Its total charge is +2.

(3)
DFT (ωB97M-V with the def2-TZVPD basis set) results for C27H43BrN2P2Tc as an isolated structure in a non-equilibrium geometry.

Geometry (Å):
N: 1.13233 1.87797 6.76652
C: -0.06941 2.30362 6.37211
C: -1.04377 1.46138 5.82016
C: -0.70205 0.10293 5.61621
C: 0.56061 -0.34360 6.08973
C: 1.42290 0.58086 6.69675
C: -1.48114 -0.77383 4.77011
Tc: -0.27842 -0.84437 -0.75653
P: -0.80201 -0.11343 -3.44170
C: -0.87754 -1.82407 4.13552
C: -1.33606 -2.25452 2.84641
C: -0.35789 -2.73795 1.97045
C: -0.52663 -2.50721 0.58467
C: -1.64802 -1.59825 0.33562
C: -2.83507 -1.60542 1.05034
C: -2.65539 -1.96403 2.39181
Br: -1.41369 -2.80350 -2.59739
H: -2.49404 -0.49003 4.47249
H: 0.06632 -2.23757 4.49908
H: -1.99951 1.86613 5.46950
H: 0.92743 -1.36474 5.95292
H: -0.26370 3.36991 6.49496
H: 2.39757 0.24051 7.06348
H: 0.55248 -3.19483 2.35142
H: -3.47211 -1.83197 3.09629
H: -0.13277 -3.26959 -0.10157
H: -3.76282 -1.25032 0.59128
P: 1.78413 -0.19629 -0.01018
C: -2.64349 0.19129 -3.48637
C: -3.41030 -0.40501 -4.65790
H: -2.74312 1.28710 -3.46264
H: -3.02165 -0.19523 -2.52614
H: -4.48159 -0.17922 -4.52485
H: -3.10196 0.03357 -5.61942
H: -3.29746 -1.49731 -4.70744
C: 0.05559 -1.22445 -4.69166
C: -0.19602 -0.97000 -6.16015
H: -0.20566 -2.26832 -4.44118
H: 1.12090 -1.11366 -4.43758
H: 0.22463 -1.80118 -6.74702
H: -1.26716 -0.90614 -6.40677
H: 0.30145 -0.05115 -6.49752
C: -0.18682 1.54749 -3.92988
C: -0.76026 2.21017 -5.17696
H: 0.89761 1.44118 -4.02985
H: -0.35706 2.17771 -3.04712
H: -0.22424 3.14463 -5.39307
H: -0.66727 1.58282 -6.06394
H: -1.81756 2.46152 -5.07775
C: 2.31182 1.57640 -0.26086
C: 2.56534 2.02336 -1.70963
H: 3.23094 1.71998 0.33312
H: 1.52444 2.20535 0.18487
H: 3.41106 2.72908 -1.75238
H: 2.80438 1.19971 -2.39706
H: 1.70253 2.55984 -2.12872
C: 3.29737 -0.98780 -0.73335
C: 3.40778 -2.47095 -0.43085
H: 4.19582 -0.44688 -0.39714
H: 3.23129 -0.82984 -1.81768
H: 4.07431 -2.94945 -1.15144
H: 3.82665 -2.66379 0.55657
H: 2.44645 -2.98298 -0.49512
C: 1.97005 -0.43277 1.83628
C: 1.78495 0.77330 2.76293
H: 2.93321 -0.92941 2.04399
H: 1.19655 -1.16725 2.10491
H: 2.10218 0.51105 3.78438
H: 2.37823 1.65135 2.47360
H: 0.72788 1.07156 2.84102
C: -1.84561 2.61605 1.47485
C: -1.35750 1.73227 0.44470
N: -0.93150 0.89690 -0.25980
H: -1.82270 2.09802 2.45727
H: -2.87952 2.92421 1.27126
H: -1.19667 3.50909 1.51903

For the maximum force, the calculation gives 6.11 eV/Å. For the HOMO energy (alpha / beta), the calculation gives -20.068 / -20.098 eV. The expectation value of S² is 3.905. Its total energy is -4499.86474 Ha. As for the spin multiplicity: 4. The calculation puts the energy relative to the best compared isomer or geometry (same formula, charge and spin) at 4.649 eV. The calculation puts the LUMO energy (alpha / beta) at -14.5 / -15.5 eV. The value obtained for the gap between HOMO and LUMO (alpha / beta) is 5.546 / 4.638 eV. Its total charge is +4.